C20H23FN2O4S2 as an isolated structure. Source: the OMol25 dataset; level of theory: ωB97M-V with the def2-TZVPD basis set.

Energy above the lowest of the compared OMol25 structures with the same formula, charge and spin (kcal per mole): 88.0
Gap between HOMO and LUMO (eV): 4.77
Largest force on an atom (eV Å⁻¹): 2.1
Net charge: 0

Structure (XYZ):
```
52
Properties=species:S:1:pos:R:3:forces:R:3
C -4.4740 -0.3544 2.1094 -0.03 0.06 0.07
C -3.5504 -0.0422 0.9326 -0.31 -0.18 -0.18
C -2.2254 0.5502 1.2924 0.87 -1.59 0.25
C -1.9068 1.9405 1.3200 1.82 0.22 0.33
C -2.8157 3.0941 1.2009 -0.19 0.43 -0.09
N -0.5952 2.0855 1.5168 -1.01 0.16 -0.23
C 0.0979 0.7812 1.5002 0.80 1.07 -0.34
C -1.0615 -0.1483 1.5471 -1.63 0.36 -1.30
C -0.8938 -1.6038 1.6184 0.31 -0.77 0.31
H -5.3947 -0.8033 1.7370 0.00 0.00 0.05
H -4.0152 -1.0580 2.8072 0.00 0.06 -0.02
H -4.7436 0.5487 2.6600 0.03 -0.02 0.04
H -3.3976 -0.9687 0.3513 0.13 0.44 0.16
H -4.0583 0.6542 0.2515 0.08 -0.20 0.11
H -3.7737 2.8318 0.7453 0.23 -0.11 0.10
H -3.0242 3.5068 2.1985 0.08 -0.12 -0.17
H -2.3486 3.8832 0.6012 -0.05 -0.11 0.13
H -0.1581 2.9906 1.6355 0.24 -0.22 -0.30
H 0.8094 0.6784 2.3369 -0.23 0.16 -0.30
H 0.0520 -1.8545 2.1263 -0.34 0.01 -0.25
H -1.7209 -2.0633 2.1777 0.19 0.11 -0.21
H -0.8648 -2.0706 0.6170 0.02 0.32 0.24
C -2.8348 -0.7999 -3.2341 0.19 -0.06 0.10
C -1.7656 -1.4137 -3.9017 0.04 0.16 0.13
C -0.4687 -0.9102 -3.7535 -0.33 0.07 0.34
C -0.2563 0.1838 -2.9146 0.13 -0.01 -0.40
S 1.4100 0.8990 -2.8133 0.47 -1.27 0.66
N 2.2474 -0.1206 -1.8669 -0.08 0.73 0.54
F 0.7917 0.6691 0.2989 -0.91 -0.15 1.57
S 3.6245 0.4851 -1.2267 -0.97 -0.84 -0.53
C 4.0206 -0.5515 0.1937 0.35 -0.27 -0.19
C 3.8904 -0.0439 1.4911 -0.22 -0.46 -0.07
C 4.2870 -0.8236 2.5815 0.15 -0.25 -0.35
C 4.8892 -2.0697 2.3576 -0.16 -0.16 -0.32
C 5.0837 -2.5452 1.0480 -0.12 0.29 0.12
C 4.6641 -1.7671 -0.0388 -0.11 -0.19 0.43
O 4.6956 0.2711 -2.1723 0.10 0.41 0.54
O 3.4214 1.7603 -0.5896 0.33 0.70 -0.23
O 1.9761 0.8300 -4.1380 -0.60 0.56 -0.12
O 1.1135 2.1615 -2.1869 0.24 0.76 -0.22
C -1.3356 0.8581 -2.3234 0.19 -0.45 0.15
C -2.6239 0.3363 -2.4425 0.35 -0.19 -0.36
H -3.8401 -1.2018 -3.3326 0.14 0.03 -0.05
H -1.9311 -2.2848 -4.5425 -0.04 0.35 0.23
H 0.3817 -1.3303 -4.2891 -0.22 0.01 0.17
H 3.4882 0.9546 1.6349 0.01 -0.14 -0.12
H 4.1317 -0.4580 3.5994 0.18 -0.09 -0.30
H 5.2036 -2.6870 3.2013 -0.07 0.21 -0.21
H 5.5608 -3.5182 0.8649 -0.19 0.53 0.18
H 4.8492 -2.0814 -1.0660 -0.13 0.06 0.27
H -1.1556 1.7858 -1.7811 0.12 -0.27 -0.10
H -3.4556 0.8343 -1.9410 0.13 -0.13 -0.28
```
Forces are in eV/Å.